ORCA calculation (ωB97M-V with the def2-TZVPD basis set) on a single C5H4O2 molecule.

```
11
Properties=species:S:1:pos:R:3:forces:R:3:lowdin_charge:R:1
O -0.608189 2.310980 -0.436130 0.12 -0.63 0.18 0.145
C -0.302929 1.188009 -0.137881 -0.24 0.42 -0.04 -0.301
C -1.159306 -0.076042 -0.182759 -0.03 0.04 -0.03 -0.092
C -0.114985 -1.164008 -0.154200 0.13 0.04 0.05 -0.044
C 1.103307 -0.736360 0.203326 -0.08 -0.03 -0.08 -0.003
C 1.104685 0.734685 0.347412 0.38 0.21 0.10 -0.325
O 1.974837 1.472479 0.739927 -0.40 -0.35 -0.20 0.127
H -1.767281 -0.100260 0.732186 0.04 -0.04 -0.13 0.135
H -1.850813 -0.130307 -1.027629 0.19 0.14 0.03 0.126
H -0.351645 -2.191197 -0.414940 0.00 0.10 0.16 0.114
H 1.987922 -1.349296 0.329646 -0.10 0.10 -0.04 0.118
```
Forces are in eV/Å.

Output
**Energy relative to the best compared isomer or geometry (same formula, charge and spin)**: 12.6 kcal/mol
**LUMO energy**: -0.60 eV
**Max |F|**: 0.7 eV/Å
**Orbital gap**: 8.8 eV
**HOMO energy**: -9.416 eV
**SMILES**: O=C1C=CCC1=O

=====

ORCA calculation (ωB97M-V with the def2-TZVPD basis set) on 8 unconnected molecules or ions with the total composition C21H57N15O11.

```
104
Properties=species:S:1:pos:R:3:forces:R:3:lowdin_charge:R:1
C 5.381102 0.676669 3.732222 0.22 -0.08 0.01 -0.082
O 5.363291 0.584107 2.319094 -0.14 -0.02 -0.08 -0.178
C 6.458514 1.186370 1.652803 0.01 0.01 0.21 -0.332
C 6.659597 0.459680 0.321355 -0.04 -0.27 0.22 -0.116
C 5.388984 -0.081623 -0.344645 -0.04 0.34 -0.45 -0.194
C 5.494932 -1.547311 -0.693309 -0.18 -0.20 -0.05 -0.264
O 4.541301 -1.956131 -1.672057 -0.09 0.04 0.07 -0.070
C 6.302725 2.711231 1.540481 0.22 -0.07 -0.18 -0.329
N 7.617239 3.347782 1.291468 -0.02 -0.05 0.26 0.047
C 5.287079 3.176402 0.481650 0.17 0.36 0.10 -0.134
C 4.225725 4.175265 0.986900 -0.17 -0.23 -0.31 -0.176
C 2.773648 3.662380 1.041817 0.14 0.24 0.47 -0.193
C 2.606284 2.170454 1.259281 -0.21 -0.22 -0.14 -0.205
C 1.214198 1.821771 1.775727 0.04 0.03 0.21 -0.171
C 0.831083 0.404242 1.449450 -0.26 -0.02 -0.05 -0.167
O -0.583837 0.160426 1.694131 0.31 -0.28 0.13 -0.022
C -1.316606 -0.150862 0.600984 -0.20 -0.73 0.08 -0.531
C -1.536994 0.968115 -0.357829 0.08 -0.06 -0.33 0.027
O -1.791309 -1.257879 0.469341 0.13 0.46 0.07 0.096
H 6.056439 1.454811 4.088873 0.07 0.11 -0.02 0.089
H 4.396306 0.904075 4.111012 -0.26 0.06 -0.07 0.051
H 5.698374 -0.273272 4.168787 0.10 -0.08 -0.02 0.092
H 7.358039 1.017174 2.255727 0.10 0.01 0.07 0.140
H 7.315869 -0.387446 0.518301 0.08 -0.10 0.03 0.114
H 7.204210 1.097301 -0.372127 0.06 0.13 -0.07 0.117
H 4.514314 0.088148 0.273679 -0.08 -0.02 0.14 0.095
H 5.219305 0.452063 -1.284770 0.01 0.11 -0.06 0.116
H 6.494944 -1.769009 -1.068184 0.10 -0.04 -0.09 0.113
H 5.324541 -2.151094 0.199043 0.11 -0.09 0.09 0.122
H 4.070972 -1.178304 -1.989148 0.09 -0.06 0.02 0.071
H 5.981474 3.066036 2.518192 -0.13 0.03 0.12 0.130
H 8.215290 2.726052 0.754412 -0.07 0.09 -0.13 0.063
H 8.099167 3.481318 2.174339 0.00 0.00 -0.05 0.068
H 4.826413 2.330420 -0.013458 -0.17 -0.12 -0.01 0.080
H 5.881668 3.690627 -0.268504 0.07 -0.07 -0.21 0.107
H 4.236216 5.045077 0.334621 0.00 0.17 -0.01 0.099
H 4.491146 4.556148 1.969161 0.13 -0.06 0.14 0.090
H 2.289763 4.171858 1.874385 -0.06 0.15 0.01 0.093
H 2.219706 3.973489 0.156874 -0.03 -0.08 -0.20 0.113
H 2.754855 1.634695 0.318696 0.15 -0.03 -0.12 0.103
H 3.354768 1.786474 1.947821 0.13 -0.03 0.05 0.104
H 0.465290 2.495620 1.359435 -0.05 0.08 -0.10 0.116
H 1.193752 1.935461 2.858728 -0.14 0.21 0.10 0.126
H 1.374585 -0.310609 2.062092 0.03 -0.08 0.07 0.133
H 1.064945 0.173752 0.410176 -0.05 -0.04 -0.16 0.122
H -0.582201 1.368030 -0.692322 0.09 0.11 0.01 0.087
H -2.090235 0.605662 -1.215758 -0.13 0.05 -0.09 0.087
H -2.075122 1.768037 0.141424 -0.07 0.09 0.06 0.101
C -3.379298 -2.812306 -2.917881 0.06 0.14 0.39 -0.656
O -3.757248 -3.198261 -4.018902 -0.10 -0.02 -0.19 -0.004
N -2.057693 -2.601064 -2.636505 0.04 0.00 -0.09 0.159
N -4.217861 -2.559559 -1.884924 0.00 0.01 -0.20 0.179
H -1.765060 -2.264726 -1.738664 0.06 0.02 0.14 0.062
H -1.376834 -2.783891 -3.348495 -0.07 -0.03 -0.04 0.101
H -5.212365 -2.668762 -1.998651 -0.01 -0.01 0.14 0.065
H -3.883075 -2.271573 -0.982960 0.01 0.01 0.02 0.088
C -7.550372 -3.511717 -0.308697 -0.02 0.01 0.03 -0.661
O -6.883903 -2.584872 -0.758955 0.01 -0.12 -0.04 -0.003
N -8.782925 -3.806611 -0.826568 -0.06 -0.03 0.04 0.145
N -7.134833 -4.296157 0.717961 0.11 0.21 -0.10 0.169
H -9.355378 -4.555969 -0.488586 0.01 -0.01 -0.02 0.089
H -9.115273 -3.236967 -1.581084 0.01 0.02 0.02 0.098
H -6.200432 -4.171459 1.086113 -0.09 -0.05 0.05 0.057
H -7.699381 -5.032988 1.094774 0.01 -0.03 -0.06 0.095
C -6.451169 -3.217785 -6.849703 0.10 0.06 0.03 -0.661
O -6.952452 -3.366869 -7.959207 -0.07 -0.09 -0.04 -0.006
N -5.134748 -3.398639 -6.598130 -0.12 0.01 -0.02 0.173
N -7.202280 -2.849873 -5.767161 -0.06 -0.03 0.04 0.155
H -4.740260 -3.273188 -5.678548 0.21 -0.05 0.10 0.042
H -4.547267 -3.662426 -7.365837 -0.04 0.01 -0.02 0.107
H -8.180682 -2.693822 -5.914869 0.02 0.02 -0.03 0.098
H -6.807724 -2.719569 -4.853843 0.05 0.00 -0.02 0.090
C 3.457680 7.392581 3.242490 0.05 0.04 0.00 -0.669
O 2.929717 6.409879 2.757074 -0.09 0.01 0.05 0.032
N 4.268882 8.218451 2.513787 -0.01 0.02 0.03 0.154
N 3.284466 7.743539 4.554934 0.03 0.00 0.00 0.147
H 4.716683 9.031220 2.891499 -0.01 -0.01 0.01 0.091
H 4.417441 7.979708 1.551172 0.00 -0.02 0.01 0.103
H 2.691776 7.155317 5.109679 -0.01 0.00 -0.02 0.101
H 3.708684 8.548691 4.973780 -0.01 0.00 -0.02 0.089
C -3.852792 -4.667506 3.150771 -0.15 -0.13 -0.13 -0.658
O -4.666175 -4.605449 2.237673 0.09 0.01 0.12 0.011
N -2.616235 -4.112881 3.066886 0.13 0.11 -0.15 0.167
N -4.137210 -5.320657 4.318250 0.03 0.06 0.01 0.150
H -1.938631 -4.168796 3.802982 -0.02 -0.01 0.00 0.096
H -2.354555 -3.668078 2.201219 -0.09 0.04 0.12 0.103
H -5.040986 -5.745836 4.401184 0.00 0.02 -0.01 0.102
H -3.489547 -5.394654 5.078655 0.01 0.00 0.00 0.092
C 3.388430 1.315769 7.241267 0.00 0.01 0.05 -0.669
O 3.445241 1.449495 6.031719 -0.06 0.02 0.06 0.021
N 3.844522 2.275656 8.102474 -0.01 -0.02 0.01 0.150
N 2.866717 0.196714 7.828712 0.01 0.01 0.02 0.150
H 3.809853 2.186902 9.099879 0.00 -0.01 -0.01 0.092
H 4.232751 3.106257 7.696877 -0.01 -0.01 -0.01 0.102
H 2.525050 -0.522707 7.219816 0.00 0.01 -0.01 0.103
H 2.811556 0.065927 8.820561 0.00 0.01 -0.01 0.092
C -8.445320 -2.289314 -11.406558 -0.06 -0.06 -0.03 -0.689
O -7.704150 -1.322705 -11.391102 0.03 0.05 -0.01 0.017
N -8.460584 -3.244616 -10.439336 0.05 0.04 -0.02 0.157
N -9.343298 -2.481003 -12.436627 -0.02 -0.04 0.03 0.128
H -9.080957 -4.030277 -10.477843 0.00 0.01 -0.02 0.088
H -7.827989 -3.170068 -9.651841 -0.03 0.04 0.02 0.050
H -9.356371 -1.793760 -13.165241 0.02 0.01 0.02 0.091
H -9.967859 -3.262386 -12.485849 0.01 0.00 0.01 0.080
```
Forces are in eV/Å.

Output
**LUMO energy**: 0.23 eV
**Max |F|**: 0.8 eV/Å
**Orbital gap**: 9.0 eV
**HOMO energy**: -8.757 eV
**SMILES**: CO[C@@H](CCCO)[C@@H](N)CCCCCCOC(C)=O.NC(N)=O.NC(N)=O.NC(N)=O.NC(N)=O.NC(N)=O.NC(N)=O.NC(N)=O

=====

Which of these has the lowest orbital gap?
C5H4O2